1.
Entry from the Open Molecules 2025 dataset: H26O13 as an isolated structure at a distorted geometry (wB97M-V/def2-TZVPD).

Structure (XYZ):
```
39
Properties=species:S:1:pos:R:3:mulliken_charge:R:1
O -35.9927 -23.5187 0.1389 -0.938
H -36.7914 -23.7602 0.6080 0.435
H -36.0044 -24.0609 -0.6498 0.961
O -33.8680 -24.8630 -1.7246 -0.486
H -33.1410 -24.4030 -1.3049 0.265
H -34.2500 -24.2168 -2.3186 0.198
O -35.1171 -27.0000 1.2771 -0.724
H -35.2024 -27.8526 0.8504 0.319
H -35.8006 -26.4622 0.8774 0.624
O -37.0036 -26.5793 -2.4654 -0.677
H -36.8426 -27.1761 -3.1963 0.378
H -36.2413 -26.6857 -1.8963 0.636
O -35.4002 -26.7078 -0.8998 -0.868
H -35.5689 -27.5472 -0.4719 0.224
H -34.5943 -26.8494 -1.3966 0.536
O -37.3274 -26.4293 0.0661 -0.621
H -37.7346 -27.2295 0.3981 0.313
H -37.3014 -26.5494 -0.8832 0.243
O -33.5464 -26.9049 -1.7039 -0.748
H -32.6203 -27.0234 -1.9147 0.418
H -33.7064 -25.9712 -1.8415 0.264
O -36.9414 -23.1084 -2.2411 -0.694
H -36.4792 -23.9178 -2.0232 0.953
H -36.4111 -22.7072 -2.9297 0.204
O -34.5983 -23.5166 -3.1577 -0.767
H -34.7570 -22.7746 -3.7413 0.438
H -34.8721 -24.2821 -3.6629 0.515
O -35.5389 -25.0765 -4.0687 -0.774
H -35.8163 -25.4942 -3.2533 0.363
H -36.3532 -24.7817 -4.4764 0.427
O -38.5520 -24.5682 -2.5203 -0.619
H -39.1678 -23.8353 -2.5177 0.289
H -37.8696 -24.3104 -1.9006 0.114
O -36.0114 -24.8250 -1.4483 0.030
H -35.9975 -25.6459 -0.9562 -0.802
H -35.0889 -24.6253 -1.6080 -0.209
O -37.9609 -24.5373 0.5971 -0.835
H -38.7785 -24.6251 0.1071 0.265
H -37.4901 -25.3531 0.4267 0.351
```

Summary:
* net charge: 0
* HOMO: -7.6819 eV
* total energy: -992.94780 Ha

2.
Entry from the Open Molecules 2025 dataset: a 13-piece molecular cluster, H26O13 overall at a distorted geometry (wB97M-V/def2-TZVPD).

Structure (XYZ):
```
39
Properties=species:S:1:pos:R:3:mulliken_charge:R:1
H 1.1473 -0.2308 0.0274 0.126
H -0.3085 -0.0644 -0.3913 0.272
H -1.2555 -2.6857 0.7275 0.340
H -1.7461 -1.8666 -0.4483 0.238
H 2.2252 2.2191 3.1662 0.313
H 3.5257 2.5248 2.4794 0.315
H 0.9540 -2.4470 1.2227 0.335
H -0.2271 -2.4451 2.3238 0.295
H 3.1525 -3.7980 0.1385 0.270
H 4.2744 -4.6331 -0.2255 0.287
H 3.1209 0.6457 -0.1182 0.370
H 3.3163 -0.2820 1.1996 0.291
H -2.0667 0.7096 -1.3215 0.286
H -3.0764 1.4799 -0.4872 0.273
H 0.2586 3.0262 -1.3679 0.360
H 0.6253 1.6243 -1.8461 0.263
H -3.6044 -0.7232 1.8867 0.302
H -4.0194 -1.4022 3.0624 0.304
H -1.3206 3.7424 0.3619 0.323
H -1.8616 5.0313 1.0341 0.305
H 2.3964 1.8320 -2.3356 0.329
H 3.7363 2.1359 -1.7005 0.292
H -0.0458 -1.4046 -1.8187 0.324
H 1.0213 -2.4810 -2.1262 0.303
H -5.6850 -0.9809 -1.4035 0.336
H -4.1622 -1.2463 -1.4040 0.307
O 0.5742 0.2356 -0.5892 -0.403
O -2.0060 -2.1061 0.4484 -0.536
O 2.5839 2.4570 2.2550 -0.609
O 0.2412 -1.9317 1.6876 -0.662
O 4.1240 -3.8201 0.0793 -0.554
O 3.7653 0.0207 0.4000 -0.598
O -2.3095 0.9197 -0.3393 -0.568
O -0.1437 2.2453 -1.7374 -0.621
O -4.3747 -0.6969 2.5446 -0.627
O -1.0340 4.7178 0.6184 -0.635
O 2.8359 2.4404 -1.6773 -0.647
O 0.1677 -2.0665 -2.4460 -0.650
O -4.7993 -0.6957 -1.8798 -0.647
```

Summary:
* net charge: 0
* HOMO: -10.5544 eV
* total energy: -993.60121 Ha

3.
Entry from the Open Molecules 2025 dataset: a 13-piece molecular cluster, H26O13 overall (wB97M-V/def2-TZVPD).

Structure (XYZ):
```
39
Properties=species:S:1:pos:R:3:mulliken_charge:R:1
H -0.4105 -0.0851 0.3975 0.289
H 0.6691 -1.1547 0.4171 0.261
H 4.5040 -2.5063 -0.0615 0.256
H 3.6374 -1.2843 -0.3180 0.373
H -2.1720 3.9052 1.3708 0.297
H -1.8433 3.3751 2.7568 0.314
H 0.8366 3.8448 0.9986 0.340
H 0.9889 3.7874 -0.5126 0.230
H -2.9057 2.4762 -1.9730 0.268
H -3.5573 1.1119 -1.8179 0.309
H -3.7039 -0.0486 2.0116 0.278
H -5.0449 0.5285 2.4343 0.277
H 1.9348 2.1294 -1.1007 0.317
H 0.6924 2.2602 -1.9664 0.281
H -4.3720 -1.3844 -1.2698 0.279
H -3.0296 -1.0433 -0.6440 0.287
H 0.6170 2.0636 2.3795 0.299
H 1.2318 1.0438 3.3240 0.299
H 5.1357 -2.3856 -1.8066 0.301
H 3.7905 -1.7871 -2.1839 0.342
H 2.1002 -1.3520 3.2702 0.294
H 3.1072 -2.3258 2.6806 0.302
H -0.8726 -1.3239 -2.3560 0.320
H -1.0016 -2.5473 -1.4635 0.375
H -1.2003 -4.0540 -2.7358 0.365
H 0.1999 -3.5447 -2.4355 0.322
O 0.5314 -0.2171 0.2413 -0.554
O 3.7352 -2.0349 0.2787 -0.583
O -1.8204 3.1310 1.8247 -0.590
O 1.2596 4.2966 0.2597 -0.617
O -2.6959 1.5420 -1.8623 -0.568
O -4.5551 0.2337 1.6584 -0.560
O 1.4124 1.6546 -1.7570 -0.567
O -3.9757 -1.0431 -0.4602 -0.571
O 0.9909 1.9751 3.2634 -0.613
O 4.7340 -1.5903 -2.1742 -0.670
O 3.0239 -1.6201 3.3318 -0.607
O -1.5191 -1.8359 -1.8573 -0.674
O -0.4528 -4.1907 -2.1429 -0.700
```

Summary:
* net charge: 0
* HOMO: -10.8495 eV
* total energy: -993.64240 Ha

4.
Entry from the Open Molecules 2025 dataset: a 13-piece molecular cluster, H26O13 overall at a distorted geometry (wB97M-V/def2-TZVPD).

Structure (XYZ):
```
39
Properties=species:S:1:pos:R:3:mulliken_charge:R:1
O -0.0748 -1.1724 -2.8328 -0.596
H -0.9751 -1.0590 -3.1375 0.309
H 0.4388 -1.2733 -3.6342 0.280
O 0.6860 2.3122 -1.1005 -0.595
H 1.4748 1.7811 -1.2094 0.187
H 0.7841 2.7135 -0.2370 0.365
O 2.3481 0.1695 -1.9008 -0.698
H 2.6339 -0.7263 -2.0797 0.277
H 1.4889 0.2350 -2.3176 0.294
O -2.6141 1.5866 1.5494 -0.634
H -2.8410 0.9730 2.2482 0.328
H -1.9161 1.1485 1.0625 0.389
O 0.8428 0.5883 2.9351 -0.746
H 1.5435 0.0733 2.5350 0.379
H 0.0593 0.0481 2.8322 0.304
O -2.8325 -2.1148 1.5030 -0.642
H -2.5291 -2.1793 0.5975 0.376
H -2.1684 -1.5827 1.9413 0.298
O 0.0752 -2.6711 0.0219 -0.556
H 0.7587 -2.8551 -0.6224 0.281
H 0.0991 -3.4200 0.6176 0.259
O 3.0767 1.2046 0.6957 -0.610
H 3.0206 0.3757 1.1712 0.379
H 2.6811 1.0198 -0.1561 0.321
O 2.3631 -1.3956 1.5843 -0.721
H 3.1755 -1.8083 1.2910 0.304
H 1.7313 -1.5909 0.8922 0.383
O 0.0504 2.8009 1.5646 -0.696
H 0.5121 2.0542 1.9461 0.471
H -0.8693 2.6521 1.7842 0.342
O -2.5712 -2.5877 -1.1940 -0.661
H -1.6181 -2.6319 -1.2700 0.327
H -2.8608 -3.4965 -1.2741 0.294
O -1.8798 3.3995 -1.7147 -0.633
H -1.5156 4.2844 -1.6890 0.293
H -1.1222 2.8324 -1.8584 0.306
O -0.7394 0.1839 0.1041 -0.297
H -0.2483 0.8051 -0.4336 0.262
H -0.4684 -0.6767 -0.2154 0.076
```

Summary:
* net charge: 0
* HOMO: -10.2452 eV
* total energy: -993.71399 Ha

5.
Entry from the Open Molecules 2025 dataset: a 13-piece molecular cluster, H26O13 overall at a distorted geometry (wB97M-V/def2-TZVPD).

Structure (XYZ):
```
39
Properties=species:S:1:pos:R:3:mulliken_charge:R:1
H 0.1192 -0.1661 0.0473 0.199
H -0.6326 -1.3603 -0.5174 0.226
H 0.3686 -1.9894 -2.4465 0.266
H 1.5739 -2.3429 -3.3023 0.289
H -2.6626 -2.0739 -1.0923 0.309
H -2.7562 -3.5588 -1.4030 0.318
H 1.4137 -4.6479 0.6010 0.332
H 2.6300 -4.0283 1.2693 0.263
H 0.5775 1.7835 -0.2792 0.267
H 1.5457 2.6794 -1.0342 0.299
H -2.1805 -0.1089 0.4612 0.266
H -2.8783 1.2390 0.3830 0.287
H 1.4618 0.9132 2.8123 0.288
H 1.9979 -0.3436 2.1466 0.262
H 2.8512 -1.6717 1.1601 0.307
H 2.9086 -2.6210 -0.0254 0.265
H 0.1756 -0.9861 5.5449 0.320
H 0.8026 -0.4234 4.2799 0.359
H -0.6215 0.2299 -4.4909 0.308
H 0.8172 0.6049 -4.8064 0.308
H -2.9816 3.1847 1.0031 0.345
H -1.6185 2.7802 1.5401 0.305
H -1.8112 3.4397 -1.9684 0.295
H -2.9725 2.5144 -1.6443 0.264
H 0.0601 4.2452 1.1610 0.258
H 1.4082 3.6316 0.8201 0.302
O 0.2544 -1.0584 -0.2911 -0.364
O 1.2310 -1.6564 -2.7190 -0.565
O -2.4610 -2.9416 -0.7241 -0.630
O 2.0347 -4.7843 1.3254 -0.625
O 0.6538 2.3168 -1.0784 -0.571
O -2.9534 0.3259 0.0837 -0.554
O 1.8767 0.0661 3.0106 -0.641
O 3.0531 -1.6997 0.2181 -0.545
O 0.9988 -0.6196 5.2030 -0.610
O 0.0407 0.1814 -5.1896 -0.617
O -2.5622 2.6496 1.6863 -0.665
O -2.2527 2.6389 -2.2730 -0.575
O 0.4898 3.6580 0.5289 -0.541
```

Summary:
* net charge: 0
* HOMO: -10.7400 eV
* total energy: -993.59124 Ha